Below is 7 unconnected molecules or ions with the total composition C17H45N5O18P2, with properties calculated with ωB97M-V/def2-TZVPD.

Last column: Löwdin charge in e.
Element x y z (Å)
C: -2.32 -24.06 -7.99  0.0409
N: -1.11 -24.20 -7.07  -0.4067
O: -1.33 -24.48 -5.88  0.0121
O: 0.00 -23.91 -7.47  0.0473
H: -3.01 -24.86 -7.73  0.0540
H: -2.02 -24.04 -9.04  0.0937
H: -2.80 -23.10 -7.80  0.0954
C: -2.20 -27.82 -6.50  -0.0121
N: -3.42 -28.08 -7.27  -0.5077
O: -4.23 -28.95 -6.82  -0.0570
O: -3.40 -27.49 -8.28  -0.0139
H: -1.30 -28.40 -6.70  0.0890
H: -2.29 -27.74 -5.42  0.0763
H: -1.96 -26.76 -6.62  0.0483
C: -5.44 -25.94 -5.41  -0.0226
N: -4.67 -25.99 -4.16  -0.5401
O: -4.25 -24.89 -3.91  -0.0687
O: -4.45 -27.09 -3.62  -0.0714
H: -5.77 -26.88 -5.85  0.0773
H: -4.85 -25.42 -6.17  0.0635
H: -6.29 -25.28 -5.21  0.0747
C: -3.50 -24.13 -0.51  0.0550
N: -2.41 -24.07 0.47  -0.4438
O: -2.22 -22.96 1.01  0.0205
O: -1.79 -25.03 0.80  0.0737
H: -3.26 -23.59 -1.43  0.0700
H: -4.34 -23.62 -0.05  0.1073
H: -3.57 -25.20 -0.69  0.0960
C: -1.98 -22.56 -3.53  0.0229
N: -1.47 -21.56 -2.46  -0.3881
O: -1.87 -20.37 -2.68  -0.0040
O: -0.75 -22.02 -1.60  0.0726
H: -1.80 -23.59 -3.23  0.0821
H: -1.72 -22.34 -4.56  0.0833
H: -3.05 -22.34 -3.54  0.0853
C: -5.28 -26.94 -12.58  -0.0688
C: -5.01 -26.08 -11.37  -0.3134
O: -6.17 -25.59 -10.76  -0.1748
P: -6.12 -24.18 -9.92  0.5012
O: -5.16 -24.19 -8.80  -0.2142
O: -5.65 -23.10 -11.00  -0.1825
C: -6.19 -23.15 -12.35  -0.2363
C: -7.05 -21.86 -12.29  -0.0918
O: -7.68 -23.87 -9.58  -0.1598
C: -8.30 -24.66 -8.67  -0.3499
C: -9.49 -23.90 -8.05  -0.0487
H: -6.23 -27.47 -12.50  0.0828
H: -5.17 -26.37 -13.50  0.0665
H: -4.51 -27.71 -12.64  0.0766
H: -4.37 -26.67 -10.71  0.1071
H: -4.24 -25.34 -11.61  0.1183
H: -5.45 -22.86 -13.09  0.1167
H: -6.82 -23.94 -12.75  0.1222
H: -7.89 -21.79 -11.60  0.0750
H: -6.33 -21.05 -12.19  0.0766
H: -7.49 -21.66 -13.27  0.0669
H: -8.53 -25.66 -9.04  0.1233
H: -7.65 -24.93 -7.84  0.1080
H: -9.05 -22.91 -7.94  0.0780
H: -10.22 -23.76 -8.85  0.0687
H: -9.92 -24.33 -7.15  0.0810
C: -1.04 -27.65 -1.24  -0.0659
C: -0.76 -28.95 -0.52  -0.3403
O: -1.51 -29.93 -1.06  -0.1608
P: -2.20 -31.13 -0.27  0.4668
O: -1.87 -31.15 1.19  -0.2543
O: -3.77 -30.98 -0.66  -0.1929
C: -4.35 -29.65 -0.84  -0.2126
C: -4.46 -28.98 0.52  -0.0740
O: -1.62 -32.32 -1.14  -0.1734
C: -0.41 -33.01 -0.82  -0.2762
C: -0.70 -34.04 0.18  -0.1015
H: -0.38 -26.90 -0.80  0.0725
H: -1.11 -27.53 -2.33  0.0836
H: -1.98 -27.30 -0.82  0.0471
H: 0.31 -29.12 -0.52  0.1174
H: -1.03 -28.69 0.50  0.1135
H: -3.92 -29.12 -1.68  0.1138
H: -5.36 -29.98 -1.08  0.1154
H: -4.65 -29.59 1.40  0.0837
H: -3.49 -28.53 0.76  0.0560
H: -5.14 -28.13 0.51  0.0765
H: 0.01 -33.57 -1.66  0.1214
H: 0.31 -32.28 -0.45  0.1207
H: 0.13 -34.24 0.86  0.0806
H: -1.42 -33.61 0.88  0.0692
H: -1.00 -35.01 -0.20  0.0797

Multiplicity = 2
Net charge = -1
Maximum force = 7.2 eV/Å
HOMO energy (alpha / beta) = -0.0333 / -0.2478 Ha
Kohn-Sham gap (alpha / beta) = 2.99 / 8.82 eV
Calculated total energy = -81230.7165 eV


Below is 3 unconnected molecules or ions with the total composition C4H15N3O, with properties calculated with ωB97M-V/def2-TZVPD.

Last column: natural (NBO) charge in e.
Element x y z (Å)
C: 0.10 0.14 -0.13  -0.2751
N: -1.07 0.89 0.34  -0.7278
C: 1.38 1.01 -0.32  -0.0344
C: 2.09 1.17 1.05  -0.6607
N: 2.23 0.23 -1.21  -0.8202
C: -3.06 -1.09 -0.61  -0.0193
N: -4.10 -0.22 0.00  -0.7819
H: 0.46 -0.71 0.45  0.2670
H: -0.02 -0.25 -1.15  0.1682
H: -1.70 0.86 -0.45  0.3343
H: -1.50 0.23 1.00  0.3505
H: 1.21 1.97 -0.85  0.1763
H: 1.42 1.15 1.91  0.1971
H: 2.57 0.17 1.09  0.2955
H: 2.68 2.08 0.99  0.2017
H: 2.18 0.48 -2.18  0.3677
H: -2.55 -0.39 -1.25  0.2241
H: -2.96 -1.93 0.06  0.2211
H: -4.20 -0.69 0.90  0.3664
H: -5.00 -0.36 -0.46  0.4006
H: 2.88 -0.42 -0.79  0.4429
H: 2.74 -2.60 0.93  0.4256
O: 2.48 -1.68 0.76  -1.1196

Energy relative to the best compared isomer or geometry (same formula, charge and spin) = 891.36 kJ/mol
Maximum force = 5.4 eV/Å
HOMO energy = -0.2454 Ha
Kohn-Sham gap = 2.73 eV
Calculated total energy = -10900.3013 eV